{"formula": "C11H17N2O", "method": "ωB97M-V/def2-TZVPD", "species": ["C", "C", "C", "C", "C", "C", "C", "C", "C", "C", "C", "N", "N", "O", "H", "H", "H", "H", "H", "H", "H", "H", "H", "H", "H", "H", "H", "H", "H", "H", "H"], "xyz": [[1.01450, 0.02825, 0.37368], [3.05313, 0.69429, 0.18788], [-1.08433, 1.15710, 0.64276], [-0.38726, 0.01271, 0.51995], [-2.58921, 1.20672, 0.50731], [-1.00273, -1.25048, 0.02551], [-2.48104, -1.20788, 0.17408], [-3.07408, 0.06451, -0.42593], [4.16259, 1.60026, -0.10861], [-4.60638, -0.00073, -0.32301], [4.28289, -1.29227, -0.40040], [1.95189, -1.27311, 0.10673], [3.09544, -0.63443, 0.04247], [1.78456, 1.07710, 0.33046], [-0.54073, 2.06665, 0.98647], [-3.06948, 1.04564, 1.41970], [-2.76407, 2.20458, 0.05025], [-0.70625, -1.34746, -1.04313], [-0.65885, -2.19216, 0.55401], [-2.89755, -2.14250, -0.10572], [-2.78105, -1.16774, 1.23869], [-2.69751, 0.13176, -1.51826], [3.72838, 2.56829, -0.21090], [4.92286, 1.75407, 0.62718], [4.60825, 1.20660, -0.94824], [-4.98481, 0.32175, 0.63857], [-4.87248, -1.01214, -0.41544], [-5.09071, 0.58143, -1.16629], [4.10428, -2.32152, -0.61313], [4.32466, -0.85193, -1.37037], [5.25509, -1.02739, 0.22373]], "forces_ev_per_a": [[-2.7486, -5.5830, 0.3205], [-0.9236, -0.7525, 0.0122], [-1.5541, 3.1012, 1.6043], [4.8007, -2.3698, -1.8636], [2.2431, 0.5116, -3.3997], [0.3356, -1.7745, 0.4245], [-0.6815, 0.8593, 1.1458], [-0.1276, -0.2102, -0.4509], [-1.5244, 0.6604, 1.7215], [0.2260, 1.4094, -1.7289], [2.4420, 0.8698, 0.3484], [-2.3708, 2.5405, 0.6085], [-0.3958, 0.8924, 1.1758], [3.4146, 3.1919, 0.2819], [-0.5486, -0.6756, -0.4274], [-0.8257, 0.2431, 1.6710], [-0.5743, -0.5075, 0.6210], [-0.2936, -0.1115, 0.5804], [0.1584, 1.2210, -0.5406], [-0.6296, -0.6795, -1.0352], [0.4527, -0.0387, -0.0329], [-0.6830, 0.3229, 1.6474], [-0.2187, 0.7787, -0.6891], [0.3919, -0.4997, 0.8995], [1.1785, -0.3256, -2.2242], [0.0197, 0.3321, 0.1523], [-0.7280, -1.3793, -0.3780], [0.3717, -0.5778, 1.1741], [-0.0852, -0.7904, 0.6595], [1.1833, 0.1377, -1.0655], [-2.3053, -0.7963, -1.2123]], "nbo_charge": [0.32, 0.65, -0.05, -0.05, -0.46, -0.44, -0.41, -0.20, -0.70, -0.61, -0.43, -0.09, -0.16, -0.38, 0.21, 0.23, 0.24, 0.23, 0.25, 0.23, 0.20, 0.21, 0.28, 0.28, 0.25, 0.21, 0.21, 0.23, 0.27, 0.22, 0.26], "lumo_ev": [-3.635, -6.589], "homo_lumo_gap_ev": [6.614, 6.711], "s_squared": 2.02, "spin_multiplicity": 3, "max_force_ev_per_a": 6.23, "e_above_lowest_kcal_mol": 27.62, "total_charge": 1, "e_tot_ev": -16698.340}